Computed, not measured: a molecular structure, C49H62Br3N6O18 in a non-equilibrium geometry, with wB97M-V/def2-TZVPD.

Total energy in a.u.: -11309.227243
Orbital gap (spin up / spin down) in Eh: 0.10063 / 0.26068
Multiplicity: 2
Net charge: -2

Geometry as XYZ:
```
138
Properties=species:S:1:pos:R:3:forces:R:3
C 0.28200 1.53252 -0.64357 -1.18 -1.95 -0.78
C -0.20949 -0.00517 -0.97729 1.08 0.39 -0.09
C -0.22060 -0.73690 0.40069 -0.55 0.40 -0.99
O -1.29451 -0.22181 -1.86234 0.19 0.58 0.77
H 0.57808 2.06887 -1.54511 -0.15 0.05 -0.18
H 1.15799 1.47970 0.00292 -0.40 0.02 0.42
H -0.52565 2.07559 -0.15279 0.10 0.08 0.01
H 0.64448 -0.47955 -1.46082 0.74 0.07 -0.34
H 0.77384 -0.87787 0.82413 0.34 0.57 -0.05
H -0.52916 -1.76854 0.23157 -0.77 0.04 0.18
H -0.82656 -0.10335 1.04841 -0.28 -0.69 0.47
C -1.55813 3.83393 2.12769 -0.67 0.02 -1.45
Br -1.74189 1.93771 2.74162 0.46 -1.76 0.91
Br -2.32088 5.12212 3.38960 -0.06 1.33 1.20
Br -2.62294 3.89529 0.39831 -0.17 0.36 -0.73
H -0.54337 4.05271 1.79527 0.39 0.16 0.34
C -1.45455 -1.47118 4.31116 -0.81 -0.52 1.36
C -0.09456 -1.42712 3.92420 -1.73 -0.58 0.52
C 0.76563 -2.27924 4.56857 -0.30 -0.04 1.61
C 0.33460 -3.14600 5.59828 0.03 0.06 -1.39
C -1.01836 -3.26477 5.91868 0.83 1.36 -0.72
C -1.93503 -2.35407 5.32319 2.09 -0.83 0.73
O -3.20965 -2.33916 5.85868 -0.37 0.78 -1.22
O 2.08006 -2.06439 4.26680 1.03 0.04 -0.52
H -2.19545 -0.75511 3.98755 0.21 0.27 -0.55
H 0.31000 -0.76401 3.17385 -0.35 0.28 0.00
H 1.08489 -3.79971 6.01796 -0.03 -0.13 0.31
H -1.25832 -3.95456 6.71430 -0.48 -0.05 0.00
H -3.23257 -2.73875 6.73126 0.33 -0.10 -0.13
H 2.74702 -2.34550 4.89746 -0.43 -0.60 0.27
C 6.23337 -2.02417 -0.06511 1.06 1.95 0.75
C 6.11529 -0.80882 0.63659 -2.21 -0.81 1.42
C 4.99049 -0.68349 1.55681 2.40 1.21 -1.21
C 4.13396 -1.71393 1.72180 -1.31 -2.41 -0.56
C 4.33737 -2.96728 1.11036 1.69 0.91 -1.07
C 5.43574 -3.09986 0.19987 -2.30 0.41 2.01
O 5.68699 -4.32226 -0.30119 0.03 -1.56 -0.60
O 4.78720 0.51431 2.19026 1.34 0.28 -0.93
H 7.06943 -2.11821 -0.74227 0.08 -0.14 -0.20
H 6.79375 0.02553 0.53679 -0.10 -0.08 -0.30
H 3.17830 -1.60214 2.21233 0.15 0.23 0.52
H 3.66916 -3.79400 1.30124 -0.03 -0.05 -0.11
H 6.00205 -4.29034 -1.20746 0.08 0.24 -0.03
H 4.00198 0.54021 2.74195 -0.51 -0.54 0.32
C -0.36617 5.61256 -2.55269 2.43 0.53 2.63
C -0.92308 6.48970 -1.56983 0.69 -1.30 -1.84
C -0.32207 6.70399 -0.31372 -0.73 -0.41 -1.83
C 0.88090 6.07055 -0.06644 0.64 0.76 0.61
C 1.47994 5.20970 -0.96553 -0.30 0.61 -0.19
C 0.89967 5.00515 -2.19407 -3.10 -0.44 -0.02
O 1.39763 3.95837 -2.90834 1.42 -0.64 -1.24
O -0.94708 7.47532 0.61002 0.58 0.36 0.71
H -0.80148 5.39028 -3.51575 -0.31 0.12 0.11
H -1.84174 6.94043 -1.91525 -0.32 0.27 0.64
H 1.48827 6.33095 0.78778 -0.44 -0.04 0.54
H 2.39884 4.71251 -0.69199 0.05 -0.13 -0.11
H 0.74990 3.34748 -3.26732 -0.51 0.41 0.09
H -1.51478 8.12789 0.19352 -0.13 -0.23 -0.17
C -6.46169 -0.14660 -2.30911 -1.05 0.22 -0.93
C -7.35052 -0.06082 -3.42377 1.93 -0.50 0.99
C -6.91494 -0.63789 -4.60495 -0.01 0.31 -0.20
C -5.61834 -1.18093 -4.70237 -0.26 -0.74 -0.40
C -4.78025 -1.35618 -3.62567 -1.70 1.48 0.95
C -5.22741 -0.74787 -2.41308 1.30 -0.80 -1.33
O -4.32255 -0.61244 -1.42068 -0.74 0.00 1.45
O -7.79981 -0.56946 -5.66752 -0.08 0.19 -0.06
H -6.74631 0.36929 -1.40399 0.21 -0.02 0.19
H -8.21589 0.57970 -3.33858 -0.30 -0.39 -0.20
H -5.19900 -1.52666 -5.63566 -0.47 -0.08 -0.47
H -3.81008 -1.81886 -3.73101 0.11 0.10 0.11
H -3.41221 -0.62345 -1.72526 1.10 0.09 -0.21
H -7.51544 -1.05732 -6.44387 0.41 -0.08 0.20
C 1.79884 3.53180 5.95342 0.71 -1.18 -2.18
C 2.18070 2.21287 5.61014 -0.34 -0.01 0.28
C 2.54821 1.84269 4.31415 -0.94 1.20 0.12
C 2.53530 2.80817 3.29586 -0.14 -2.40 1.26
C 2.01047 3.99834 3.63188 0.91 2.76 -2.29
C 1.70083 4.42762 4.87996 -0.09 -1.14 3.44
O 1.37207 5.68660 5.23278 -0.19 1.40 -1.01
O 2.73290 0.56860 3.89439 0.43 -0.49 -0.23
H 1.63065 3.89532 6.95640 -0.16 -0.38 0.18
H 2.04185 1.42461 6.33525 0.30 -0.15 0.28
H 2.78319 2.52664 2.28309 0.06 0.15 -0.08
H 2.09972 4.71058 2.82494 -0.66 0.54 0.01
H 0.94901 5.65961 6.09411 -0.09 0.03 -0.10
H 2.68380 -0.12223 4.55918 -0.26 -0.01 0.22
C 1.65396 0.11691 -4.19718 2.47 0.15 -1.20
C 2.98612 0.27246 -4.64270 -0.01 -0.43 -0.70
C 3.57946 -0.55736 -5.64912 -0.83 1.17 0.24
C 2.80084 -1.44750 -6.36590 -1.57 0.37 1.01
C 1.47310 -1.59628 -5.93040 0.00 -0.12 1.33
C 0.95891 -0.90214 -4.79028 -0.17 -0.99 -0.41
O -0.18606 -1.29104 -4.20888 -0.42 -1.38 -1.86
O 4.88090 -0.39360 -6.08609 -0.13 0.35 0.34
H 1.21011 0.70672 -3.40881 0.09 0.04 0.14
H 3.54585 1.10969 -4.25265 0.37 -0.13 0.13
H 3.15088 -1.97470 -7.24108 0.24 -0.08 0.13
H 0.87659 -2.42218 -6.28880 -0.20 0.10 -0.30
H -0.40742 -0.80719 -3.40982 -0.65 0.91 1.41
H 5.15736 0.45900 -5.74223 0.40 0.05 0.06
C -2.53617 -6.13407 2.83871 -0.85 -1.73 0.75
C -1.29641 -6.59448 2.55777 3.06 0.73 -1.44
C -0.29414 -5.70297 2.01469 -2.19 -0.34 1.09
C -0.61545 -4.35550 1.86631 -0.33 -0.80 0.09
C -1.85818 -3.90563 2.30509 -0.06 -0.67 -0.72
C -2.80657 -4.82095 2.77728 -0.52 3.55 0.29
O -4.02599 -4.32750 3.23729 0.14 -0.91 -0.30
O 0.95564 -6.12643 1.67561 0.61 -0.44 -0.07
H -3.27520 -6.85209 3.16228 -0.25 0.15 0.21
H -1.05990 -7.63508 2.72396 0.13 -0.11 -0.19
H 0.07548 -3.73236 1.31791 0.08 0.29 0.25
H -2.15501 -2.88765 2.10017 0.03 0.16 0.24
H -3.92977 -3.40707 3.49252 0.14 0.16 -0.03
H 0.91701 -6.54705 0.81352 0.03 -0.08 -0.17
C 4.52543 1.64081 -1.49977 2.30 -5.31 5.82
O 5.75451 1.38999 -1.40271 -1.65 0.08 0.07
N 4.03367 2.46946 -2.24572 -1.69 6.10 -6.58
N 3.50355 1.12040 -0.72283 2.88 -1.50 0.96
H 4.75186 2.83099 -2.85695 -0.90 0.68 -0.67
H 3.02914 2.48742 -2.34910 0.31 0.97 -0.60
H 2.51232 1.27238 -0.84309 0.53 -0.14 0.24
H 3.99959 0.66551 0.03025 -1.43 -0.49 0.48
C -3.67407 2.99472 -3.04004 0.36 0.07 -0.72
O -4.00696 3.98627 -3.61169 0.26 4.03 -2.37
N -4.59155 2.27064 -2.54139 -4.23 -3.50 2.87
N -2.47894 2.46558 -2.96073 3.59 0.01 -0.68
H -4.37790 1.38937 -2.09662 -0.39 0.30 0.07
H -5.54264 2.56317 -2.71445 0.32 -0.22 0.35
H -1.88682 2.75085 -3.72762 0.22 -0.14 0.44
H -2.28282 1.58987 -2.49730 0.31 -0.38 0.06
C -2.14432 -4.26268 -1.62855 1.57 -1.39 -1.60
O -1.87563 -5.42393 -1.86714 0.92 -1.75 -0.42
N -2.99911 -3.92194 -0.75307 -4.46 1.34 4.66
N -1.60870 -3.23336 -2.22278 2.19 0.99 -3.07
H -3.22751 -2.94071 -0.68152 -0.02 -0.14 0.48
H -3.04376 -4.48440 0.08463 -0.38 0.08 -0.21
H -1.01001 -3.52640 -2.98160 0.03 0.72 -0.09
H -1.80966 -2.25217 -2.09246 0.37 0.37 0.30
```
Forces are in eV/Å.